No. 1
The molecule C7H10. Source: OMol25; level of theory: ωB97M-V/def2-TZVPD.

Computed properties:
ΔE to the lowest compared entry with this formula, charge and spin (kcal per mole): 119.9
M (g mol⁻¹): 94.16
E (Eh): -272.52692
Frontier orbital gap (eV): 8.41

Geometry as ORCA input:
```
! RIJCOSX wB97M-V def2-TZVPD def2/J DEFGRID3
* xyz 0 1
C 1.2444 0.2571 -1.3534
C 0.8514 -1.1521 -0.9930
C 0.1307 0.0141 -0.3711
C -1.2978 0.3428 -0.7760
C -0.4677 1.4217 1.6679
C -0.5805 0.0059 2.1554
C 0.3897 0.3297 1.0797
H 0.9811 0.6252 -2.3424
H 2.1923 0.6383 -0.9806
H 0.3225 -1.7448 -1.7357
H 1.5321 -1.7278 -0.3685
H -1.4158 0.3353 -1.8626
H -2.0215 -0.3685 -0.3560
H -1.5608 1.3408 -0.4135
H -1.5289 -0.4989 1.9686
H -0.2032 -0.1853 3.1588
H 1.4376 0.3688 1.3772
*
```


No. 2
The molecule C7H10. Source: OMol25; level of theory: ωB97M-V/def2-TZVPD.

Computed properties:
ΔE to the lowest compared entry with this formula, charge and spin (kcal per mole): 117.1
M (g mol⁻¹): 94.16
E (Eh): -272.53143
Frontier orbital gap (eV): 8.32

Geometry as ORCA input:
```
! RIJCOSX wB97M-V def2-TZVPD def2/J DEFGRID3
* xyz 0 1
C 0.0720 1.7896 0.6546
C 0.7562 1.3790 -0.6235
C -0.2172 0.4564 0.0400
C -1.5715 -0.0639 -0.4285
C -1.3993 -1.3663 0.3489
C 0.9885 -1.8280 -0.1382
C 0.0313 -0.9239 0.6491
H -0.7023 2.5531 0.5939
H 0.6652 1.8150 1.5667
H 0.4583 1.8669 -1.5491
H 1.8109 1.1128 -0.5702
H -2.4755 0.4854 -0.1374
H -1.6647 -0.2619 -1.5058
H 0.6475 -1.9767 -1.1684
H 1.9802 -1.3689 -0.1857
H 1.0775 -2.8085 0.3351
H 0.2904 -0.9644 1.7153
*
```


No. 3
A cluster of 3 separate species, C7H10 in total. Source: OMol25; level of theory: ωB97M-V/def2-TZVPD.

Computed properties:
ΔE to the lowest compared entry with this formula, charge and spin (kcal per mole): 92.3
M (g mol⁻¹): 94.16
E (Eh): -272.57099
Frontier orbital gap (eV): 10.28

Geometry as ORCA input:
```
! RIJCOSX wB97M-V def2-TZVPD def2/J DEFGRID3
* xyz 0 1
C -1.3093 -0.6919 1.0981
C -1.9039 0.1127 -0.0261
C -0.4232 -0.0327 0.0713
C 0.5318 1.0670 0.4112
C 1.8166 0.4864 0.3898
C 1.7629 -0.6558 -0.4000
C 0.4437 -0.7987 -0.8778
H -1.4038 -1.7736 1.0640
H -1.3242 -0.2702 2.0992
H -2.3317 1.0836 0.2109
H -2.4139 -0.4211 -0.8238
H 0.4565 1.3453 -1.1301
H 0.2541 1.9260 1.0169
H 2.7197 0.9536 0.7676
H 2.6183 -1.2296 -0.7411
H 0.4189 0.5500 -1.6786
H 0.0877 -1.6510 -1.4515
*
```


No. 4
A structure of composition C7H10. Source: OMol25; level of theory: ωB97M-V/def2-TZVPD.

Computed properties:
ΔE to the lowest compared entry with this formula, charge and spin (kcal per mole): 116.5
M (g mol⁻¹): 94.16
E (Eh): -272.53232
Frontier orbital gap (eV): 8.41

Geometry as ORCA input:
```
! RIJCOSX wB97M-V def2-TZVPD def2/J DEFGRID3
* xyz 0 1
C 1.3962 -0.7095 -0.1662
C 0.8683 0.7033 0.1591
C -0.1384 0.9053 -0.9860
C -0.9792 -0.3850 -0.7793
C -1.4586 0.3794 1.5114
C -0.0398 0.0175 1.2439
C -0.0378 -1.1370 0.1993
H 1.7645 -0.8911 -1.1836
H 2.1245 -1.0739 0.5655
H 1.5421 1.5291 0.4013
H 0.3706 0.8963 -1.9571
H -0.7182 1.8310 -0.9200
H -1.2947 -0.8913 -1.6935
H -1.6457 1.4200 1.1627
H -1.9192 -0.2040 -0.2049
H 0.4718 -0.2296 2.1821
H -0.3064 -2.1605 0.4653
*
```


No. 5
The molecule C7H10 in a non-equilibrium geometry. Source: OMol25; level of theory: ωB97M-V/def2-TZVPD.

Computed properties:
ΔE to the lowest compared entry with this formula, charge and spin (kcal per mole): 50.3
M (g mol⁻¹): 94.16
E (Eh): -272.63781
Frontier orbital gap (eV): 8.98

Geometry as ORCA input:
```
! RIJCOSX wB97M-V def2-TZVPD def2/J DEFGRID3
* xyz 0 1
C -0.6801 0.5728 -1.8242
C -1.5109 0.1853 -2.8317
C -1.8127 -0.4177 0.1408
C -0.6874 -0.0465 -0.4719
C 0.5997 0.1593 0.2538
C 0.9742 -0.3667 1.4265
C 2.1905 -0.0998 2.1895
H 0.1497 1.2252 -2.0967
H -1.6716 0.7733 -3.7392
H -2.2440 -0.5954 -2.6696
H -2.8008 -0.5469 -0.2650
H -1.6283 -0.6871 1.1679
H 1.1918 0.9171 -0.2648
H 0.3664 -1.1798 1.8319
H 2.7825 0.8083 1.7709
H 1.8996 0.2200 3.1917
H 2.8816 -0.9214 2.1902
*
```


No. 6
The molecule C7H10. Source: OMol25; level of theory: ωB97M-V/def2-TZVPD.

Computed properties:
ΔE to the lowest compared entry with this formula, charge and spin (kcal per mole): 67.6
M (g mol⁻¹): 94.16
E (Eh): -272.61028
Frontier orbital gap (eV): 10.56

Geometry as ORCA input:
```
! RIJCOSX wB97M-V def2-TZVPD def2/J DEFGRID3
* xyz 0 1
C -0.7784 -1.3995 1.1332
C 0.5962 -0.7805 0.8559
C 0.3569 0.3103 -0.1824
C -0.7391 1.3170 0.0435
C 0.7239 1.7590 -0.0741
C 0.3796 -0.1939 -1.5449
C 0.4095 -0.6535 -2.6583
H -0.9736 -1.6044 2.1874
H -0.9530 -2.2986 0.5363
H -1.5076 -0.6477 0.8113
H 1.0636 -0.3755 1.7612
H 1.3111 -1.4965 0.4328
H -1.5468 1.3964 -0.6845
H -1.1152 1.4148 1.0625
H 1.0785 2.1298 0.8815
H 1.2505 2.1969 -0.9238
H 0.4441 -1.0742 -3.6374
*
```


No. 7
The molecule C7H10 in a non-equilibrium geometry. Source: OMol25; level of theory: ωB97M-V/def2-TZVPD.

Computed properties:
ΔE to the lowest compared entry with this formula, charge and spin (kcal per mole): 72.6
M (g mol⁻¹): 94.16
E (Eh): -272.60233
Frontier orbital gap (eV): 9.90

Geometry as ORCA input:
```
! RIJCOSX wB97M-V def2-TZVPD def2/J DEFGRID3
* xyz 0 1
C 1.6058 -1.0758 -0.0280
C 0.3002 -0.3115 0.1199
C -0.8309 -1.2540 -0.1849
C -1.3023 1.1405 -0.6889
C -0.8370 1.6899 0.4407
C 0.2294 0.8418 1.0931
C -0.3686 0.0387 -1.1405
H 1.7646 -1.7348 0.8296
H 1.5953 -1.7026 -0.9293
H 2.4537 -0.3877 -0.1035
H -0.6319 -2.2922 0.1434
H -1.8807 -1.1408 -0.3907
H -2.2162 1.4371 -1.2033
H -1.1510 2.6433 0.8482
H -0.0848 0.5084 2.0899
H 1.2109 1.3232 1.1910
H 0.1435 0.2765 -2.0866
*
```


No. 8
A cluster of 2 separate species, C7H10 in total. Source: OMol25; level of theory: ωB97M-V/def2-TZVPD.

Computed properties:
ΔE to the lowest compared entry with this formula, charge and spin (kcal per mole): 95.7
M (g mol⁻¹): 94.16
E (Eh): -272.56547
Frontier orbital gap (eV): 9.54

Geometry as ORCA input:
```
! RIJCOSX wB97M-V def2-TZVPD def2/J DEFGRID3
* xyz 0 1
C -2.0059 0.3033 -0.5767
C -2.3912 1.5645 -0.7238
C 0.8644 -1.0136 0.0146
C 0.5146 -1.9640 -0.8429
C 2.0277 -0.2254 0.3177
C 1.3949 0.9825 0.8919
C 0.8611 -0.3646 1.3084
H -1.7056 -0.3049 -1.4246
H -1.9563 -0.1662 0.4029
H -2.4357 2.0281 -1.7060
H -2.6869 2.1698 0.1293
H -0.2522 -2.6997 -0.6425
H 1.0926 -2.0106 -1.7596
H 3.0209 -0.6346 0.4288
H 0.7894 1.6052 0.2351
H 1.9855 1.5107 1.6399
H 0.8824 -0.7806 2.3075
*
```